Record 1
The following is a quantum chemistry calculation of a molecular structure, C27H33BBrN2O6, from the Open Molecules 2025 dataset.

Computed properties:
- highest occupied orbital energy (eV) = -4.7
- charge = -1
- HOMO-LUMO gap (eV) = 4.8
- LUMO energy (eV) = 0.03

Last column: natural (NBO) charge in e.
Element x y z (Å)
C 3.7118 0.3350 -2.2681  -0.61
C 2.2844 0.5933 -1.5827  -0.42
C 2.3182 0.1586 -0.0681  -0.22
N 1.0658 -0.4395 0.4234  -0.66
C -0.0505 0.5179 0.5336  0.25
O -1.0445 -0.2346 1.2538  -0.75
B -2.2751 0.5929 1.2219  0.82
Br -2.0879 1.6567 2.9652  -0.30
C -3.6933 -0.2037 0.9572  -0.52
C -4.2938 -0.9133 2.2446  -0.62
C -4.7936 0.6641 0.2327  -0.38
C -5.1868 2.0045 0.9781  -0.63
O -2.1099 1.3621 -0.0433  -0.77
C -0.9211 0.9029 -0.7433  0.35
N -0.4699 2.1845 -1.3729  -0.86
C -1.1640 -0.1499 -1.8664  -0.05
C -1.8541 0.2721 -3.1149  -0.14
C -2.0944 -0.6762 -4.2154  -0.25
C -1.6469 -2.0838 -4.1573  -0.24
C -0.9861 -2.5054 -2.9217  -0.24
C -0.7683 -1.5539 -1.8084  -0.21
H 3.9999 -0.7368 -2.1142  0.19
H 3.6542 0.6065 -3.3609  0.21
H 4.4249 1.0338 -1.7408  0.19
H 1.5425 0.0320 -2.2058  0.23
H 2.0663 1.6860 -1.7010  0.22
H 3.1046 -0.6574 0.0000  0.18
H 2.7171 1.0062 0.5731  0.15
H 1.2070 -0.9139 1.3208  0.38
H 0.3090 1.4770 1.0364  0.14
H -3.4278 -1.0415 0.2364  0.21
H -3.7863 -1.9092 2.3623  0.20
H -5.3776 -1.1584 2.0002  0.17
H -4.2869 -0.2844 3.1692  0.21
H -5.7348 0.0288 0.2024  0.17
H -4.5393 0.9063 -0.8308  0.21
H -6.3113 2.0785 1.1029  0.18
H -4.8972 2.9088 0.3633  0.20
H -4.7534 2.1178 2.0031  0.23
H -0.2935 2.8093 -0.5770  0.36
H -1.2132 2.5785 -1.9473  0.36
H -2.2290 1.3118 -3.2534  0.20
H -2.6271 -0.3781 -5.1577  0.20
H -1.8017 -2.8267 -4.9698  0.21
H -0.6241 -3.5539 -2.8124  0.24
H -0.2765 -1.9684 -0.9023  0.24
C 2.7910 4.9990 3.3459  -0.25
C 1.8489 4.1288 2.9838  -0.21
C 0.6477 3.9040 3.8204  0.44
O -0.2109 3.1093 3.4921  -0.44
C 0.5346 4.6854 5.0732  -0.20
C 1.4771 5.5555 5.4345  -0.26
C 2.6771 5.7793 4.5980  0.48
O 3.5371 6.5753 4.9269  -0.52
H 3.6758 5.1753 2.7470  0.22
H 1.9161 3.5500 2.0704  0.23
H -0.3501 4.5093 5.6722  0.23
H 1.4104 6.1342 6.3474  0.22
C 3.7101 -6.5950 -2.0891  -0.23
C 2.5340 -6.3963 -2.6807  -0.23
C 1.6626 -5.2631 -2.2944  0.49
O 0.5892 -5.0810 -2.8312  -0.49
C 2.1493 -4.3586 -1.2271  -0.23
C 3.3261 -4.5579 -0.6357  -0.23
C 4.1974 -5.6907 -1.0213  0.48
O 5.2720 -5.8731 -0.4844  -0.50
H 4.3602 -7.4182 -2.3575  0.23
H 2.1628 -7.0465 -3.4630  0.23
H 1.4991 -3.5341 -0.9584  0.25
H 3.6972 -3.9074 0.1463  0.23

Record 2
The following is a quantum chemistry calculation of a gas-phase ion, C4H6ClN2O3 (charge +1), from the Open Molecules 2025 dataset.

Computed properties:
- multiplicity = 3
- <S²> = 2.01
- highest occupied orbital energy (alpha / beta) (eV) = -12.8 / -14.3
- charge = +1
- HOMO-LUMO gap (alpha / beta) (eV) = 7.7 / 6.9
- LUMO energy (alpha / beta) (eV) = -5.09 / -7.39

Last column: natural (NBO) charge in e.
Element x y z (Å)
C -1.2157 -0.5006 1.7879  0.58
C 0.6718 -0.6949 -0.9686  -0.12
C 0.9098 0.7911 -1.0327  -0.22
C 0.3333 1.6929 -0.2642  -0.23
N -0.2061 -1.1080 1.2505  -0.37
N -2.5575 -0.5807 1.6080  0.20
O -3.2752 0.5203 2.1087  -0.51
O -3.0973 -1.6519 1.4575  -0.20
O -0.3719 -1.1481 -0.1811  -0.34
Cl -0.9301 1.4457 0.9108  0.23
H 0.3594 -0.9927 -2.0500  0.26
H 1.5739 -1.2499 -0.8398  0.22
H 1.5976 1.3653 -1.7064  0.28
H 0.5049 2.7956 -0.3428  0.27
H -4.1415 0.2638 2.2744  0.51
H 0.2114 -1.9192 1.6466  0.44

Record 3
The following is a quantum chemistry calculation of a molecular structure, C20H38ClF3NiO10S4, from the Open Molecules 2025 dataset.

Computed properties:
- multiplicity = 4
- <S²> = 3.76
- highest occupied orbital energy (alpha / beta) (eV) = -11.5 / -11.4
- charge = +1
- HOMO-LUMO gap (alpha / beta) (eV) = 9.8 / 4.8
- LUMO energy (alpha / beta) (eV) = -1.71 / -6.62

Last column: Löwdin charge in e.
Element x y z (Å)
Ni -0.1570 -0.3902 0.8890  0.48
C 2.8547 0.5294 1.9699  -0.22
O 2.9182 1.6545 2.8213  -0.06
O 1.7472 0.5081 1.0197  0.07
C 4.2690 0.3027 1.3126  -0.54
F 4.2557 -0.2435 0.0602  0.12
F 4.8346 1.5098 1.0706  0.14
F 5.1302 -0.4062 1.9824  0.20
C 3.6048 1.5753 4.1280  -0.22
C 4.1524 2.8506 4.6668  -0.07
H 5.1936 2.6443 4.9146  0.09
H 4.0660 3.6168 3.8963  0.09
H 3.6218 3.2384 5.5363  0.08
H 4.4484 0.8893 4.2046  0.12
H 3.0358 1.1824 4.9706  0.12
H 2.6025 -0.3263 2.5962  0.19
Cl -1.0480 -1.3438 2.9604  -0.13
C -1.0306 2.8100 -3.6230  -0.22
C 0.1711 2.4135 -4.4560  -0.23
C 1.0302 1.4951 -3.5644  -0.17
S -0.2777 0.3707 -2.8273  0.77
O -0.0713 0.2179 -1.3651  -0.37
O -0.3302 -0.7653 -3.7373  -0.34
C -1.6991 1.4656 -3.3427  -0.18
H -1.6810 3.4806 -4.1847  0.13
H -0.7660 3.3749 -2.7291  0.10
H 0.8399 3.1700 -4.8664  0.12
H -0.2310 2.0211 -5.3900  0.12
H 1.4084 2.1424 -2.7732  0.10
H 1.8498 0.8672 -3.9138  0.10
H -2.3929 1.2923 -2.5200  0.08
H -2.2401 1.1359 -4.2297  0.11
C 2.3093 -3.1079 -2.5562  -0.25
C 3.3155 -3.8454 -1.7264  -0.19
C 2.6665 -3.8591 -0.2922  -0.19
S 0.8891 -3.5957 -0.3981  0.74
O 0.5595 -2.2402 0.0574  -0.40
O 0.1760 -4.7484 0.1444  -0.30
C 0.8909 -3.5688 -2.2379  -0.17
H 2.4707 -3.0888 -3.6340  0.13
H 2.5551 -2.1010 -2.2188  0.11
H 4.3462 -3.4966 -1.7907  0.12
H 3.3155 -4.8658 -2.1096  0.11
H 3.0555 -3.1382 0.4268  0.10
H 2.6369 -4.8865 0.0709  0.10
H 0.1016 -2.8698 -2.5143  0.08
H 0.7594 -4.6401 -2.3901  0.11
C -3.8796 -3.8877 -1.3235  -0.19
C -4.8559 -3.5446 -0.1659  -0.19
C -4.2891 -2.3284 0.6118  -0.19
S -3.2308 -1.3368 -0.5099  0.72
O -1.8237 -1.3693 -0.1103  -0.42
O -3.8385 -0.0818 -0.7922  -0.31
C -3.5105 -2.4878 -1.9763  -0.17
H -4.3828 -4.5140 -2.0602  0.12
H -2.8835 -4.2333 -1.0468  0.11
H -4.9016 -4.4256 0.4743  0.11
H -5.8603 -3.4225 -0.5714  0.12
H -3.6638 -2.5069 1.4867  0.08
H -4.9733 -1.6386 1.1059  0.10
H -2.7165 -2.5970 -2.7150  0.10
H -4.4602 -2.0818 -2.3247  0.10
C -2.1528 3.3137 3.4993  -0.20
C -0.8052 4.0922 3.3759  -0.16
C -0.0507 3.7660 1.9679  -0.13
S -1.3414 2.8145 0.9565  0.78
O -1.1278 1.3496 1.0745  -0.41
O -1.6895 3.4563 -0.2979  -0.31
C -2.6755 3.2181 2.0830  -0.23
H -2.7470 3.5537 4.3810  0.13
H -1.8535 2.3078 3.7937  0.11
H -0.1873 3.8505 4.2407  0.11
H -0.9321 5.1747 3.3644  0.10
H 0.8570 3.1748 2.0893  0.07
H 0.2700 4.6307 1.3869  0.09
H -3.3510 2.3694 1.9759  0.11
H -3.1007 4.1532 1.7183  0.12

> Which of these has the lowest charge?

C27H33BBrN2O6